Record 1
{"formula": "C4H34NO12", "method": "the ωB97M-V functional and the def2-TZVPD basis", "elements": ["C", "C", "C", "C", "N", "H", "H", "H", "H", "H", "H", "H", "H", "H", "H", "H", "H", "O", "H", "H", "O", "H", "H", "O", "H", "H", "O", "H", "H", "O", "H", "H", "O", "H", "H", "O", "H", "H", "O", "H", "H", "O", "H", "H", "O", "H", "H", "O", "H", "H", "O"], "coordinates": [[-2.2369, -1.2092, -1.4850], [-2.2373, 0.3496, -1.4783], [-1.2818, 0.7549, -0.2896], [-2.6178, 2.9396, -0.0781], [-1.6044, 2.1013, 0.1879], [-3.1751, -1.5188, -1.0654], [-1.4727, -1.7104, -0.9620], [-2.2811, -1.5609, -2.5882], [-3.2642, 0.7604, -1.3599], [-1.7670, 0.6943, -2.3630], [-0.2562, 0.8550, -0.8227], [-1.2115, 0.0332, 0.5514], [-3.4513, 2.4968, -0.7092], [-2.4962, 3.9923, 0.2837], [-0.7877, 2.3973, 0.6663], [0.3139, 0.0533, 4.2863], [-0.8615, -0.6062, 4.4034], [-0.6007, 0.2485, 4.0228], [-3.2071, -0.0620, 3.0929], [-2.2632, 0.6630, 4.0317], [-3.1744, 0.6815, 3.6940], [0.6427, -3.9415, -2.8623], [-0.1056, -2.8438, -3.4407], [0.8185, -3.0525, -3.1765], [-0.0306, 2.3036, -2.5758], [-1.3587, 2.7856, -3.1051], [-0.8531, 2.6906, -2.2665], [0.4332, 3.3763, 2.2381], [1.1867, 4.1967, 1.2415], [0.2999, 4.0551, 1.5738], [2.9656, -1.4467, 3.3710], [1.5575, -1.7122, 2.6490], [2.1013, -1.1050, 3.1477], [0.2712, -2.8416, 0.0216], [0.2633, -4.2276, -0.5651], [0.7221, -3.3893, -0.6807], [0.7610, 0.9687, 2.4002], [1.4817, 1.2133, 0.9870], [0.8264, 1.5403, 1.6260], [1.4807, 0.1368, -2.4777], [0.5781, -0.0542, -3.6593], [0.7320, 0.5857, -2.9478], [3.8804, 0.1638, 0.9124], [2.7084, 0.1789, 1.6648], [2.9494, 0.3671, 0.7428], [2.1137, -3.0507, 0.7414], [2.9311, -1.9675, -0.0710], [2.6666, -2.2461, 0.8082], [2.9566, -1.3018, -3.3892], [2.2453, -2.3017, -2.4581], [2.7089, -1.4338, -2.4690]], "forces_ev_per_a": [[-2.0, 0.8, -3.0], [0.7, -1.7, 2.4], [-0.3, 1.8, -2.3], [-1.7, 0.3, -0.6], [1.5, -2.1, 0.9], [-0.5, -0.5, 0.3], [1.3, -0.3, 0.5], [0.2, 0.2, 1.7], [0.8, -0.5, -0.2], [0.0, 0.5, -0.6], [-1.4, -0.6, 1.2], [-0.3, 0.2, -0.4], [1.1, 1.4, 1.0], [-0.4, -1.3, -0.7], [0.1, 1.1, 0.5], [0.7, 1.1, -0.4], [-1.2, 0.1, -0.3], [1.4, -1.6, 0.9], [-0.1, -0.1, -0.3], [-0.6, 0.5, -0.3], [0.0, -0.1, 0.5], [0.5, -0.3, 0.2], [0.9, 0.5, 0.1], [-1.8, -0.6, -1.4], [0.3, -0.3, 0.0], [0.4, 0.1, 0.9], [-0.4, 0.9, -1.6], [-0.1, -0.2, -0.1], [0.1, 0.1, -0.2], [-0.2, 0.9, 0.2], [-0.1, -0.7, -0.3], [0.7, -0.4, -0.3], [-0.7, 1.5, 1.1], [0.7, -0.4, -1.3], [0.0, -0.3, -0.1], [-1.1, 0.3, 2.0], [0.1, -0.2, -0.5], [-0.3, 0.1, 0.5], [-0.2, 0.0, 0.4], [-0.7, 0.4, -0.2], [-0.2, 0.4, 0.1], [1.1, -1.1, -0.1], [0.3, 0.3, -1.1], [-0.9, -0.3, -0.1], [1.4, -0.2, 0.9], [0.9, 0.6, -0.7], [-0.3, 0.0, -0.3], [-0.3, -1.0, 0.9], [0.1, -0.1, 0.0], [0.0, 1.0, -0.2], [0.3, -0.4, 0.4]], "energy_ha": -1130.2473, "relative_energy_ev": 0.000, "charge": 0, "multiplicity": 2}



Record 2
{"formula": "C3H7O3PS", "method": "the ωB97M-V functional and the def2-TZVPD basis", "elements": ["C", "C", "C", "O", "O", "O", "P", "S", "H", "H", "H", "H", "H", "H", "H"], "coordinates": [[1.2865, 1.4834, -0.3747], [-0.8643, -0.8168, -1.7316], [-0.7800, -0.3270, 1.1984], [-1.2614, 1.6017, -0.7216], [-0.8029, 4.0052, -1.1200], [1.0462, 2.4872, -1.3025], [-0.3279, 0.3097, -0.4703], [-0.5546, 2.7946, -1.7422], [2.1865, 1.0176, -0.6855], [1.5361, 1.7728, 0.5807], [-0.5995, -1.9436, -1.5915], [-0.4738, -0.5308, -2.6584], [-1.2625, 0.4805, 1.7049], [0.1310, -0.5469, 1.8944], [-1.2372, -1.2100, 1.0077]], "forces_ev_per_a": [[-1.5, -2.4, -1.6], [1.4, -1.3, 3.3], [4.5, 2.3, 0.7], [0.7, 1.7, -0.7], [-1.2, 3.4, 1.3], [-1.2, 0.5, -0.7], [0.3, -2.0, -0.9], [1.2, -3.3, -0.1], [0.6, -1.1, -0.7], [-0.3, 1.4, 2.5], [-0.5, 2.0, 0.2], [0.3, 0.7, -1.7], [-1.1, 0.1, 0.3], [-1.2, 0.4, -1.6], [-2.1, -2.4, -0.2]], "energy_ha": -1083.6606, "relative_energy_ev": 5.019, "charge": 0, "multiplicity": 1}



Record 3
{"formula": "C42H38FN5O7SW", "method": "the ωB97M-V functional and the def2-TZVPD basis", "elements": ["W", "O", "C", "O", "C", "C", "C", "C", "C", "N", "C", "O", "O", "H", "H", "H", "C", "C", "C", "C", "C", "C", "C", "C", "N", "C", "C", "C", "C", "N", "C", "C", "C", "C", "C", "C", "C", "C", "H", "H", "H", "H", "H", "H", "H", "H", "H", "H", "H", "H", "H", "H", "H", "H", "H", "H", "H", "H", "H", "H", "H", "H", "C", "C", "C", "C", "C", "C", "C", "F", "C", "C", "C", "O", "C", "C", "N", "C", "C", "O", "O", "H", "H", "H", "H", "H", "H", "H", "H", "H", "H", "H", "S", "C", "N"], "coordinates": [[0.0135, 0.0193, 0.3534], [1.8017, -3.5010, -0.6380], [1.6640, -2.3652, -0.3170], [0.6290, -1.5862, -0.6894], [2.6334, -1.5477, 0.4711], [3.9136, -1.8681, 0.8669], [4.6779, -0.8627, 1.4527], [4.1640, 0.4249, 1.5915], [2.8698, 0.6500, 1.1800], [2.1421, -0.3333, 0.6683], [2.1209, 1.9468, 1.1522], [2.5326, 2.9874, 1.5545], [0.9473, 1.7747, 0.5275], [4.2939, -2.8666, 0.7004], [5.6887, -1.0752, 1.7753], [4.7451, 1.2416, 1.9964], [-4.2231, 0.8109, -0.9592], [-4.0707, -0.6231, -0.5319], [-5.1760, -1.3113, -0.0447], [-5.1195, -2.6750, 0.1882], [-3.9612, -3.3733, -0.1038], [-2.8203, -2.7284, -0.5731], [-1.6072, -3.5551, -0.9003], [-2.8870, -1.3421, -0.7300], [-1.7072, -0.5947, -1.1450], [-1.5488, -0.3482, -2.3839], [-2.4348, -0.8270, -3.4824], [-0.3615, 0.4999, -2.7353], [-0.1560, 0.8916, -4.1560], [0.3997, 0.8334, -1.7665], [1.5856, 1.6340, -2.0570], [1.4992, 3.0186, -1.8954], [0.2030, 3.6885, -1.5473], [2.6527, 3.7657, -2.0856], [3.8487, 3.1542, -2.4291], [3.8899, 1.7880, -2.6401], [2.7522, 0.9984, -2.4823], [2.8004, -0.4451, -2.9062], [-5.0055, 1.3073, -0.3862], [-4.5218, 0.8595, -2.0113], [-3.3041, 1.3730, -0.8493], [-6.0996, -0.7693, 0.1192], [-5.9882, -3.1989, 0.5645], [-3.9298, -4.4483, 0.0263], [-1.9213, -4.5398, -1.2422], [-0.9702, -3.7034, -0.0270], [-0.9820, -3.1097, -1.6710], [-3.2727, -1.4016, -3.1035], [-1.8527, -1.4531, -4.1637], [-2.8072, 0.0175, -4.0647], [-0.0759, -0.0044, -4.7755], [0.7319, 1.5009, -4.2853], [-1.0284, 1.4437, -4.5129], [-0.2432, 3.2327, -0.6683], [-0.5127, 3.6243, -2.3736], [0.3628, 4.7441, -1.3365], [2.6116, 4.8391, -1.9497], [4.7436, 3.7489, -2.5562], [4.8103, 1.3171, -2.9637], [3.7884, -0.8693, -2.7303], [2.6138, -0.5232, -3.9813], [2.0585, -1.0630, -2.4159], [-3.8615, 2.3869, 6.3697], [-3.7714, 3.4708, 5.3072], [-5.1359, 4.0448, 4.9808], [-5.0229, 5.1238, 3.9214], [-4.3675, 4.5686, 2.6898], [-4.6413, 5.0835, 1.4483], [-4.0302, 4.5531, 0.3106], [-4.3218, 5.0932, -0.8720], [-3.1597, 3.5094, 0.3735], [-2.8513, 2.9626, 1.6305], [-1.9126, 1.8865, 1.7554], [-1.4842, 1.2897, 0.6657], [-1.5513, 1.4761, 3.0254], [-2.2093, 2.0171, 4.1216], [-3.1341, 2.9515, 4.0349], [-3.4546, 3.4934, 2.7902], [-0.4490, 0.5236, 3.3282], [-0.2786, 0.0696, 4.4238], [0.3766, 0.2746, 2.3163], [-4.4808, 2.7653, 7.1817], [-2.9005, 2.1219, 6.8066], [-4.3385, 1.4876, 5.9755], [-3.1163, 4.2762, 5.6480], [-5.5545, 4.4509, 5.9005], [-5.8007, 3.2421, 4.6478], [-4.4256, 5.9570, 4.3046], [-6.0003, 5.5300, 3.6647], [-5.3382, 5.9049, 1.3351], [-2.7043, 3.1277, -0.5256], [-1.9485, 1.6480, 5.1018], [-2.2600, -2.9361, 3.1326], [-1.5198, -2.0626, 2.0918], [-0.9705, -1.3923, 1.2526]], "forces_ev_per_a": [[0.1, -0.4, 0.1], [0.0, -0.1, 0.0], [-0.1, 0.0, -0.1], [0.0, 0.1, 0.1], [0.1, 0.0, 0.0], [0.0, 0.0, 0.0], [0.0, 0.0, 0.0], [0.0, 0.0, 0.0], [0.0, -0.1, 0.1], [-0.1, 0.1, -0.1], [-0.1, 0.0, -0.2], [0.0, 0.1, 0.1], [0.1, 0.0, 0.3], [0.0, 0.0, 0.0], [0.0, 0.0, 0.0], [0.0, 0.0, 0.0], [0.0, -0.1, 0.0], [0.0, 0.0, -0.1], [0.0, 0.0, 0.0], [0.0, 0.0, 0.0], [0.0, 0.0, 0.0], [0.0, -0.1, 0.0], [0.0, 0.0, -0.1], [0.0, 0.1, 0.1], [0.1, 0.0, 0.1], [0.0, 0.1, -0.1], [0.0, 0.0, 0.0], [0.0, -0.1, -0.1], [0.0, 0.0, 0.0], [0.1, 0.1, 0.1], [0.0, -0.1, 0.1], [0.0, 0.1, 0.1], [-0.1, 0.1, -0.1], [0.0, 0.0, 0.0], [0.0, 0.0, 0.0], [0.0, 0.0, 0.0], [0.0, 0.0, -0.1], [0.0, 0.0, 0.0], [0.0, 0.0, 0.0], [0.0, 0.0, 0.0], [0.0, -0.1, 0.0], [0.0, 0.0, 0.0], [0.0, 0.0, 0.0], [0.0, 0.0, 0.0], [0.0, 0.0, 0.0], [0.0, 0.0, 0.0], [0.0, 0.0, 0.0], [0.0, 0.0, 0.0], [0.0, 0.0, 0.0], [0.0, 0.0, 0.0], [0.0, 0.0, 0.0], [0.0, 0.0, 0.0], [0.0, 0.0, 0.0], [-0.1, 0.0, 0.0], [0.0, 0.0, 0.0], [0.0, 0.0, 0.0], [0.0, 0.0, 0.0], [0.0, 0.0, 0.0], [0.0, 0.0, 0.0], [0.0, 0.0, 0.0], [0.0, 0.0, 0.0], [-0.1, -0.1, 0.0], [0.0, 0.0, 0.0], [0.0, 0.0, 0.0], [0.0, 0.0, 0.0], [0.0, 0.0, 0.0], [0.0, 0.0, 0.0], [0.0, 0.0, 0.0], [0.0, 0.0, 0.0], [0.0, 0.0, 0.0], [0.1, 0.1, 0.0], [0.0, 0.0, 0.0], [-0.1, -0.1, 0.0], [-0.1, 0.0, -0.2], [0.0, 0.1, 0.1], [0.0, 0.0, 0.0], [0.0, 0.0, 0.0], [0.0, 0.0, 0.1], [0.0, -0.2, -0.1], [0.0, 0.1, 0.1], [0.0, 0.1, -0.1], [0.0, 0.0, 0.0], [0.0, 0.0, 0.0], [0.0, 0.0, 0.0], [0.0, 0.0, 0.0], [0.0, 0.0, 0.0], [0.0, 0.0, 0.0], [0.0, 0.0, 0.0], [0.0, 0.0, 0.0], [0.0, 0.0, 0.0], [0.1, 0.1, 0.0], [0.0, 0.0, 0.0], [0.1, -0.1, 0.0], [-0.1, 0.2, 0.0], [0.1, 0.1, 0.1]], "energy_ha": -2988.5945, "relative_energy_ev": 0.039, "charge": 2, "multiplicity": 1}



Record 4
{"formula": "C4H6N2", "method": "the ωB97M-V functional and the def2-TZVPD basis", "elements": ["C", "C", "N", "C", "C", "N", "H", "H", "H", "H", "H", "H"], "coordinates": [[-0.5081, -0.4870, 0.8816], [0.0328, 0.8857, 0.6055], [1.3830, 0.8602, 0.0982], [0.2950, 0.8152, -0.8677], [-0.1978, -0.5539, -0.9820], [-0.5224, -1.5503, -1.6581], [-1.5842, -0.5042, 1.1393], [-0.6784, -1.7452, -0.5921], [0.0239, -1.0253, 1.6973], [-0.2895, 1.7913, 1.0949], [1.8236, -0.0509, 0.2254], [0.2221, 1.5645, -1.6423]], "forces_ev_per_a": [[0.3, 0.5, -0.6], [0.1, 0.7, 0.3], [0.3, 0.1, 0.1], [0.0, 0.4, -0.3], [-0.1, 0.1, 2.0], [0.0, 0.6, 1.8], [0.4, 0.0, -0.6], [-0.9, -2.9, -2.0], [0.0, 0.1, -0.8], [0.1, 0.1, 0.1], [-0.1, 0.1, 0.0], [0.1, 0.1, 0.0]], "energy_ha": -265.3481, "relative_energy_ev": 5.103, "charge": 0, "multiplicity": 1}